Below is C26H17BrNO2PtS as an isolated structure in a non-equilibrium geometry, with properties calculated with ωB97M-V/def2-TZVPD.

Last column: natural (NBO) charge in e.
Geometry (Å):
Pt1 0.3994 -0.0555 -0.6666  1.18
S1 0.6648 -4.0226 -2.5452  0.54
C1 -0.9942 -3.6874 -2.3217  -0.37
C2 -1.2258 -2.4795 -1.7341  -0.30
C3 -0.0034 -1.8000 -1.4913  -0.10
C4 1.1010 -2.5312 -1.8428  -0.34
C5 2.3974 -1.9870 -1.5396  0.22
C6 3.6417 -2.5050 -1.8526  -0.22
C7 4.7738 -1.7985 -1.4854  -0.10
C8 4.6495 -0.5885 -0.8225  -0.25
C9 3.3848 -0.1265 -0.5235  0.08
N1 2.2906 -0.8118 -0.8744  -0.44
H1 -1.7263 -4.4086 -2.6496  0.26
H2 -2.2083 -2.0686 -1.5557  0.26
H3 3.7191 -3.4480 -2.3754  0.25
H4 5.7537 -2.1937 -1.7170  0.24
H5 5.5123 -0.0030 -0.5422  0.25
H6 3.2240 0.8061 -0.0032  0.23
C10 -1.4267 -3.0285 3.9039  -0.19
C11 -1.5941 -3.1777 2.5119  -0.18
C12 -1.0162 -2.3008 1.6414  -0.21
C13 -0.2385 -1.2203 2.1150  -0.04
C14 0.4088 -0.2387 1.3304  0.06
C15 1.1381 0.8011 1.8188  -0.32
C16 1.2740 0.9286 3.2242  -0.18
C17 0.6910 0.0133 4.0416  -0.17
C18 -0.0699 -1.0619 3.5220  -0.06
C19 -0.6822 -1.9975 4.3920  -0.16
H7 -1.8923 -3.7335 4.5791  0.23
H8 -2.1879 -3.9979 2.1304  0.22
H9 -1.1496 -2.4328 0.5837  0.22
H10 1.5782 1.5519 1.1729  0.24
H11 1.8432 1.7578 3.6214  0.23
H12 0.7956 0.0984 5.1158  0.23
H13 -0.5461 -1.8725 5.4589  0.22
Br1 -1.7430 7.2795 -1.5423  0.10
C20 -2.2620 5.4795 -1.7562  -0.10
C21 -3.5177 5.1817 -2.2663  -0.19
C22 -3.9058 3.8573 -2.4167  -0.20
C23 -3.0483 2.8330 -2.0541  -0.17
C24 -1.7894 3.1474 -1.5521  -0.12
C25 -1.3852 4.4716 -1.4023  -0.19
C26 -0.8492 2.0913 -1.1557  0.77
O1 0.3822 2.2702 -1.0287  -0.69
O2 -1.3399 0.8941 -0.9188  -0.67
H14 -4.1869 5.9845 -2.5436  0.24
H15 -4.8859 3.6316 -2.8138  0.23
H16 -3.3446 1.7989 -2.1581  0.23
H17 -0.4036 4.6995 -1.0119  0.25

- HOMO: -11.19 eV
- Total charge: +1
- Energy relative to the best compared isomer or geometry (same formula, charge and spin): 0.218 eV
- LUMO: -4.6 eV
- M: 682.5 u